# C17H36AsN3O2OsS3Si2

C17H36AsN3O2OsS3Si2 as an isolated structure (ωB97M-V with the def2-TZVPD basis set, OMol25).

Results
Calculated total energy   -5083.59504 Ha
Expectation value of S²   6.0295
2S+1   5
Charge   +2

Last column: Löwdin spin population.
CARTESIAN COORDINATES (ANGSTROEM)
Os (-0.49312, 0.33544, 0.17396)  2.47
C (2.22439, 1.98759, 3.04699)  0.00
As (2.80557, 0.43077, 2.10410)  0.04
C (4.69490, 0.59370, 1.86365)  0.02
C (2.48293, -1.21862, 3.01358)  0.01
S (1.99050, 0.37862, 0.10686)  0.29
H (2.32816, 1.83410, 4.11924)  0.00
H (1.19004, 2.20345, 2.79333)  0.00
H (2.86720, 2.79966, 2.71082)  0.00
H (5.16437, 0.68829, 2.84285)  0.00
H (4.90122, 1.47709, 1.26328)  0.00
H (5.06553, -0.29446, 1.35637)  0.00
H (2.51779, -1.06296, 4.08943)  0.00
H (3.27185, -1.89868, 2.69626)  0.00
H (1.51022, -1.60479, 2.72376)  0.00
C (-3.51751, 0.09474, -1.86562)  0.01
Si (-3.36502, -1.02400, -0.38010)  0.05
C (-4.36419, -2.56551, -0.60161)  0.01
C (-4.03036, -0.14872, 1.11717)  0.01
C (-1.50296, -1.41927, -0.04492)  0.19
Si (-0.64255, -2.85734, -1.05690)  0.04
C (-1.63485, -4.40004, -0.79664)  0.01
C (-0.47639, -2.51132, -2.87841)  0.00
C (1.03264, -3.15558, -0.31375)  0.00
H (-4.56615, 0.37301, -1.99877)  0.00
H (-3.19421, -0.38302, -2.79269)  0.00
H (-2.95718, 1.02875, -1.74736)  0.01
H (-5.42018, -2.30569, -0.48950)  0.00
H (-4.12793, -3.32260, 0.14623)  0.00
H (-4.24354, -3.00718, -1.58918)  0.00
H (-5.10163, 0.02468, 0.98406)  0.00
H (-3.55396, 0.81446, 1.29592)  0.00
H (-3.91666, -0.76840, 2.01120)  0.00
H (-1.47896, -1.87064, 0.96127)  0.03
H (-2.54476, -4.43478, -1.38867)  0.00
H (-1.89643, -4.55807, 0.25087)  0.00
H (-1.01094, -5.24190, -1.11034)  0.00
H (-1.32784, -1.98754, -3.31637)  0.00
H (-0.40592, -3.47784, -3.38364)  0.00
H (0.43618, -1.96996, -3.12699)  0.00
H (0.93666, -3.51392, 0.71510)  0.00
H (1.66545, -2.26993, -0.31083)  0.00
H (1.55718, -3.93002, -0.87908)  0.00
O (-0.02801, 0.86397, 4.41308)  0.12
S (-1.10575, 0.80255, 3.45820)  0.13
N (-0.74151, 0.40342, 2.06453)  0.20
C (-3.01387, 6.74413, -1.79917)  0.00
C (-3.07432, 5.54767, -0.91386)  0.00
C (-4.14476, 5.17582, -0.14267)  0.01
C (-4.04799, 4.01726, 0.63063)  0.00
N (-2.93801, 3.25642, 0.64009)  0.02
C (-1.91819, 3.62325, -0.09978)  0.02
S (-0.36736, 2.82274, -0.12170)  0.17
N (-1.98704, 4.74374, -0.86716)  0.01
C (-5.17613, 3.56799, 1.49296)  0.00
H (-3.89528, 7.36375, -1.66319)  0.00
H (-2.96565, 6.43218, -2.84446)  0.00
H (-2.12661, 7.34052, -1.58158)  0.00
H (-5.04157, 5.77694, -0.13644)  0.00
H (-1.16923, 4.98391, -1.41766)  0.00
H (-5.96715, 4.31042, 1.54822)  0.00
H (-4.80575, 3.34559, 2.49343)  0.00
H (-5.58692, 2.64091, 1.08978)  0.00
O (-0.10193, 0.74763, -2.96706)  0.04
C (-0.27720, 0.52378, -1.88346)  0.06

Atomic forces in eV per Å
-0.12 0.30 0.81
0.06 0.21 -0.08
0.08 0.10 -0.06
0.06 -0.02 0.03
-0.07 -0.02 0.02
0.16 -0.03 -0.18
-0.01 0.01 -0.04
0.18 0.04 0.01
-0.01 0.05 0.02
0.02 0.00 -0.01
0.00 0.00 0.01
0.01 0.01 0.00
0.04 0.02 0.02
-0.08 -0.09 0.05
-0.03 -0.03 0.00
0.02 0.13 -0.14
0.28 -0.11 0.09
-0.12 -0.11 -0.12
-0.05 0.10 0.23
-0.09 -0.25 -0.37
-0.12 0.15 0.17
-0.07 -0.16 0.03
-0.04 0.12 -0.10
0.20 0.00 0.13
0.00 -0.02 -0.02
0.02 0.00 -0.01
-0.04 0.01 0.00
0.00 0.00 0.00
-0.03 0.00 0.00
0.00 -0.06 -0.04
-0.01 -0.02 0.00
0.03 0.07 0.03
-0.01 0.02 0.00
-0.02 0.03 0.03
-0.06 -0.02 -0.02
-0.01 -0.02 0.01
0.00 0.00 0.03
-0.02 -0.01 -0.02
-0.01 0.00 0.00
0.03 0.06 -0.02
0.01 -0.01 0.00
0.05 -0.01 -0.02
-0.05 -0.02 0.00
0.06 -0.23 0.17
-0.51 0.01 0.04
0.27 -0.05 -0.12
-0.02 -0.04 0.04
0.07 0.03 -0.06
-0.03 0.03 0.00
-0.05 -0.10 0.08
0.00 -0.02 -0.01
0.03 -0.07 0.00
-0.10 0.20 0.02
0.07 0.07 -0.08
0.06 0.00 -0.02
0.00 0.00 -0.01
0.00 0.00 0.00
0.00 0.00 0.00
0.00 0.00 0.02
-0.02 -0.01 0.00
0.00 0.00 0.00
0.00 -0.01 0.00
0.00 -0.03 -0.01
-0.08 -0.06 0.20
0.06 -0.12 -0.74

=====

# C5H9IN3S

A 2-piece molecular cluster, C5H9IN3S overall (ωB97M-V with the def2-TZVPD basis set, OMol25).

Results
Calculated total energy   -1055.69885 Ha
Charge   +1

Last column: Löwdin charge in e.
CARTESIAN COORDINATES (ANGSTROEM)
C (0.73273, -1.63205, -2.71302)  -0.33
C (-1.27065, -0.51404, -1.89933)  -0.01
C (-1.19676, 0.59459, -0.84434)  -0.14
C (-0.43726, -1.10549, 0.71300)  -0.27
C (0.31491, -1.64709, -0.42695)  -0.62
N (1.27248, -1.97462, -3.68325)  0.27
N (-0.02608, -1.38451, -1.71071)  -0.05
N (-1.39346, -0.13267, 0.40804)  -0.06
S (3.11989, -0.14552, 1.30143)  0.46
I (1.82214, -2.93727, -0.06821)  1.21
H (-2.02355, -1.11916, -1.51594)  0.12
H (-1.32349, -0.16177, -2.86699)  0.12
H (-0.19058, 1.09879, -1.00612)  0.15
H (-1.91765, 1.30740, -1.03775)  0.11
H (-0.96230, -1.88597, 1.40896)  0.19
H (0.20509, -0.75148, 1.48131)  0.09
H (2.72813, 0.95224, 1.95193)  -0.19
H (-1.74753, 0.46755, 1.15783)  0.15
H (3.98971, 0.24435, 0.39860)  -0.20

Atomic forces in eV per Å
2.55 -2.05 -4.51
1.68 0.41 2.31
2.88 -1.83 -0.20
-1.49 -1.27 1.74
-0.15 -0.66 -1.12
-0.39 0.70 1.19
-2.34 2.01 5.08
-1.68 2.60 -0.99
-0.80 -1.04 0.82
0.09 -0.50 -0.10
-1.82 -1.17 -0.44
-0.13 0.29 -2.13
-0.84 -0.32 0.63
-1.76 1.34 -0.06
0.89 0.27 -1.76
1.79 0.38 0.35
0.57 0.54 -0.37
0.56 -0.67 -0.18
0.39 0.97 -0.26

=====

# C5H9NO

One molecule with the formula C5H9NO (ωB97M-V with the def2-TZVPD basis set, OMol25).

Results
Calculated total energy   -325.78158 Ha

Last column: Löwdin charge in e.
CARTESIAN COORDINATES (ANGSTROEM)
C (-1.08415, 0.47575, 0.28439)  -0.42
C (1.09362, 0.72908, -0.35910)  -0.17
C (-2.03245, 0.67786, 1.42262)  -0.01
N (-1.41665, -0.47563, -0.66544)  0.14
C (1.58468, -0.58969, -0.33507)  -0.24
C (2.77174, -0.99815, -0.82561)  -0.04
O (-0.00312, 1.20268, 0.30500)  0.02
H (1.71981, 1.54830, -0.69015)  0.11
H (-2.40935, -0.62143, -0.78818)  0.10
H (-0.88019, -0.44784, -1.52481)  0.10
H (0.95405, -1.32936, 0.14787)  0.10
H (-3.06557, 0.76936, 1.06935)  0.08
H (-1.98441, -0.16542, 2.11066)  0.08
H (-1.76258, 1.57953, 1.96538)  0.09
H (3.42538, -0.33094, -1.35523)  0.04
H (3.08918, -2.02409, -0.76167)  0.03

Atomic forces in eV per Å
-1.70 -0.33 0.59
1.07 0.75 -0.94
0.13 0.14 -0.45
0.80 0.46 0.26
-0.74 0.05 0.40
0.06 -0.20 -0.25
0.04 -0.85 -0.14
-0.04 -0.06 0.15
0.08 0.12 0.08
0.15 -0.02 0.05
-0.02 -0.09 0.06
0.05 -0.04 0.03
-0.05 -0.10 0.14
0.01 0.04 0.02
0.20 0.29 -0.10
-0.05 -0.16 0.11

=====

# CH6N2O2S

One molecule with the formula CH6N2O2S (ωB97M-V with the def2-TZVPD basis set, OMol25).

Results
Calculated total energy   -699.82298 Ha

Last column: Löwdin charge in e.
CARTESIAN COORDINATES (ANGSTROEM)
C (-0.04800, -0.71357, 0.12774)  -0.55
N (-0.05411, -1.08730, 1.49409)  -0.01
N (-1.35200, -0.24783, -0.24062)  0.04
O (0.60268, 1.94987, 0.37041)  -0.52
O (1.50073, 0.81003, -1.66935)  -0.35
S (1.33968, 0.70733, 0.01033)  0.96
H (0.39129, -1.42111, -0.46617)  0.07
H (0.22385, -0.40733, 2.25581)  0.10
H (-0.96320, -1.29259, 1.77395)  0.04
H (1.50428, 1.70895, -2.07510)  0.08
H (-1.74133, -0.73419, -1.03705)  0.07
H (-1.40388, 0.72774, -0.54403)  0.07

Atomic forces in eV per Å
-0.27 3.65 1.21
2.50 0.56 2.31
-0.38 0.33 -1.32
0.54 -0.98 0.10
-0.09 -0.61 0.26
-1.56 1.34 -0.97
0.62 -2.12 -1.71
0.09 -0.56 -1.76
-1.94 -0.64 0.14
-0.15 -0.63 1.15
0.20 -0.39 -0.08
0.43 0.06 0.67

=====

# C3H5NO3

One molecule with the formula C3H5NO3 (ωB97M-V with the def2-TZVPD basis set, OMol25).

Results
Calculated total energy   -397.60786 Ha
SMILES   C=C/C(O)=N\OO

Last column: Löwdin charge in e.
CARTESIAN COORDINATES (ANGSTROEM)
C (-1.09620, 0.61773, 1.60163)  0.06
C (0.05390, 0.40704, 0.94354)  -0.08
C (0.25491, -0.76071, 0.05204)  -0.40
O (-0.41604, -1.85424, 0.45232)  0.09
N (0.82694, -0.76356, -1.09453)  0.11
O (1.33184, 0.57985, -1.27466)  -0.21
O (0.66155, 1.26398, -2.34634)  -0.01
H (-1.18867, 1.43844, 2.30398)  0.06
H (-1.94322, -0.05390, 1.50688)  0.07
H (0.89813, 1.07097, 1.08931)  0.11
H (-0.25580, -2.54872, -0.20725)  0.13
H (0.87266, 0.60312, -3.02692)  0.09

Atomic forces in eV per Å
0.80 -0.45 -0.27
-0.39 0.08 0.80
-1.38 0.46 -0.21
0.65 -0.30 -0.11
-0.12 1.06 0.05
0.86 0.00 0.40
0.02 -1.46 0.23
0.00 0.03 -0.21
0.09 0.08 -0.07
-0.15 -0.05 -0.19
-0.13 0.05 0.04
-0.24 0.49 -0.47

=====

# C13H46BF4O10

A 11-piece molecular cluster, C13H46BF4O10 overall (ωB97M-V with the def2-TZVPD basis set, OMol25).

Results
Calculated total energy   -1699.76502 Ha
Charge   -1

Last column: Löwdin charge in e.
CARTESIAN COORDINATES (ANGSTROEM)
B (0.33052, 0.01928, -0.63812)  -1.51
F (0.83218, -1.22719, -0.76966)  0.18
F (0.49404, 0.45672, 0.63861)  0.17
F (0.95478, 0.85336, -1.47757)  0.19
F (-1.00190, -0.12885, -0.91575)  0.17
C (-1.94159, 2.57596, -2.63875)  -0.19
O (-0.69650, 2.95406, -2.14576)  -0.10
H (-2.63175, 3.41963, -2.64080)  0.08
H (-1.85098, 2.10172, -3.61599)  0.07
H (-2.41190, 1.83574, -1.99144)  0.06
H (-0.17516, 2.19557, -1.87283)  0.04
C (2.70212, -1.57016, 2.06990)  -0.15
O (3.07566, -1.49448, 0.69339)  -0.12
H (3.62828, -1.58530, 2.64443)  0.07
H (2.02193, -0.82325, 2.47925)  0.05
H (2.30582, -2.58060, 2.17027)  0.07
H (2.24477, -1.55149, 0.21591)  0.02
C (-1.57788, 2.52266, 1.81593)  -0.17
O (-1.92160, 2.35967, 3.15817)  -0.12
H (-0.52751, 2.25949, 1.69122)  0.06
H (-2.06296, 1.92217, 1.04640)  0.07
H (-1.75512, 3.56958, 1.56965)  0.08
H (-1.30709, 2.88068, 3.68022)  0.03
C (-4.44342, -0.79228, -0.42621)  -0.17
O (-5.68978, -0.32919, -0.84654)  -0.12
H (-4.56303, -1.85289, -0.20504)  0.08
H (-3.69669, -0.57701, -1.19051)  0.06
H (-4.13252, -0.23126, 0.45510)  0.07
H (-5.51284, 0.16275, -1.65170)  0.07
C (2.82263, 2.98296, 0.10903)  -0.15
O (2.85558, 1.63392, 0.53842)  -0.13
H (1.89269, 3.33602, 0.55476)  0.07
H (3.60175, 3.55198, 0.61625)  0.07
H (2.76797, 3.08464, -0.97484)  0.08
H (1.95246, 1.30848, 0.54627)  0.01
C (3.52485, -1.03582, -2.58339)  -0.18
O (3.42241, 0.21206, -1.96715)  -0.09
H (2.60147, -1.28927, -3.10420)  0.07
H (4.33370, -1.14917, -3.30520)  0.07
H (3.68313, -1.84379, -1.86909)  0.06
H (2.50176, 0.47391, -2.04086)  0.03
C (1.09849, -4.04039, -2.49127)  -0.16
O (1.82829, -5.01993, -3.18549)  -0.13
H (1.82877, -3.39110, -2.00835)  0.06
H (0.55958, -3.49561, -3.26643)  0.07
H (0.46560, -4.46460, -1.71179)  0.09
H (2.30303, -4.52453, -3.85691)  0.07
C (-1.08528, -1.33157, 3.73559)  -0.06
C (-1.45331, -1.35050, 2.22966)  -0.29
O (-0.55258, -2.20256, 1.49321)  -0.07
H (-0.07988, -0.92261, 3.83582)  0.05
H (-1.03381, -2.38405, 4.01438)  0.07
H (-1.83549, -0.78990, 4.31169)  0.07
H (-1.41217, -0.31102, 1.90426)  0.08
H (-2.49362, -1.62088, 2.04870)  0.10
H (-0.42522, -1.91531, 0.58609)  0.04
C (1.52424, 1.68145, 3.96563)  -0.07
C (1.34616, 3.18241, 4.22951)  -0.30
O (0.12524, 3.38457, 4.88654)  -0.09
H (0.93073, 1.26568, 3.15139)  0.05
H (1.27866, 1.11485, 4.86383)  0.08
H (2.56814, 1.45918, 3.74433)  0.08
H (1.30753, 3.71045, 3.27673)  0.10
H (2.20324, 3.56075, 4.78661)  0.11
H (0.12078, 4.23602, 5.32995)  0.09
C (-0.89960, -0.97007, -3.77370)  -0.05
C (-2.29172, -1.72622, -3.58000)  -0.26
O (-2.31176, -2.91277, -4.41940)  -0.10
H (-0.92339, 0.05319, -3.39891)  0.04
H (-0.68257, -0.93425, -4.84127)  0.07
H (-0.09139, -1.46306, -3.23344)  0.04
H (-3.09661, -1.04233, -3.84933)  0.09
H (-2.44592, -1.99766, -2.53566)  0.09
H (-3.02445, -3.44866, -4.06371)  0.07

Atomic forces in eV per Å
-1.32 -0.89 0.68
1.35 -2.58 -0.43
0.05 0.67 1.82
0.60 2.08 -2.03
-1.92 0.63 -0.34
-0.39 -0.80 0.35
0.30 1.05 0.16
0.28 0.22 -0.31
-0.21 0.24 -0.37
-0.09 -0.25 0.18
-0.03 -0.25 -0.08
0.96 -1.46 -0.42
-0.08 0.55 0.74
0.08 0.36 0.07
-0.06 0.16 -0.45
-0.59 0.07 0.67
0.04 0.11 -0.35
1.14 0.91 -0.51
-1.20 -1.02 0.39
0.21 0.33 -0.25
-0.71 -0.37 0.70
0.22 0.16 -0.55
0.23 -0.01 0.25
0.63 0.10 0.41
-1.05 0.62 -0.83
0.54 -0.04 0.04
0.25 -0.51 0.08
0.12 -0.25 0.28
-0.45 0.11 0.05
-1.31 -0.66 1.22
1.15 0.23 0.06
-0.28 0.91 -0.40
0.38 -0.09 -0.50
0.39 0.16 -0.05
0.16 -0.12 0.07
-0.35 -0.90 -0.08
0.68 0.06 -0.59
-0.16 -0.05 -0.23
0.25 0.58 -0.14
0.03 0.02 0.43
0.21 0.16 0.30
0.48 0.79 -0.09
0.40 -1.16 -0.30
-0.34 0.39 0.25
-0.61 0.32 0.61
-0.08 -0.17 -0.36
0.15 -0.27 -0.08
-0.03 -1.03 -1.52
0.45 0.79 0.03
-0.56 0.02 1.11
-0.16 0.19 0.17
-0.07 0.00 0.51
0.19 0.02 -0.01
0.33 0.01 -0.37
-0.14 -0.52 0.22
-0.20 0.29 0.01
0.32 0.06 0.34
0.55 -0.93 -1.17
-0.83 0.17 0.82
-0.13 0.34 -0.03
-0.09 0.08 0.14
0.03 0.11 -0.19
0.26 0.12 -0.21
-0.06 0.05 0.27
0.00 0.06 -0.07
-1.33 -0.79 0.13
1.74 0.59 -0.36
-0.02 0.85 0.59
-0.31 -0.14 0.00
0.07 -0.09 -0.03
-0.13 -0.13 -0.15
-0.16 0.02 -0.25
0.22 -0.06 0.06
-0.01 -0.22 -0.13